A molecular structure, C9H30B2F3N2O6SV in a non-equilibrium geometry. Source: OMol25; level of theory: wB97M-V/def2-TZVPD.

* energy relative to the best compared isomer or geometry (same formula, charge and spin): 17.6 kcal/mol
* HOMO-LUMO gap (alpha / beta): 8.399 / 8.455 eV
* lowest unoccupied orbital energy (alpha / beta): 2.17 / 2.18 eV
* ⟨S²⟩: 0.775
* charge: -1
* multiplicity: 2

Each line ends with the natural charge from an NBO analysis.
Atoms and positions in Å:
O 5.192 -18.755 0.488  -0.518
V 4.469 -17.428 0.947  1.338
B 3.147 -19.029 2.484  -0.688
H 2.077 -19.342 2.955  0.005
H 4.113 -19.613 2.907  0.002
H 3.044 -19.072 1.299  -0.044
H 3.285 -17.869 2.759  0.031
B 3.792 -15.283 1.817  -0.681
H 4.813 -15.400 1.225  -0.008
H 3.963 -15.517 2.986  0.047
H 3.373 -14.152 1.746  0.012
H 2.996 -16.067 1.412  -0.030
C 8.690 -16.600 2.347  0.687
F 9.435 -15.469 2.402  -0.331
F 8.655 -17.017 1.060  -0.336
F 9.324 -17.544 3.079  -0.324
S 6.988 -16.243 3.032  2.389
O 7.048 -16.771 4.356  -0.941
O 6.856 -14.828 2.887  -0.951
O 6.182 -17.038 2.095  -0.972
C 4.386 -24.680 -3.506  -0.623
C 4.622 -24.750 -1.984  -0.069
C 4.412 -23.406 -1.349  -0.066
O 5.461 -22.551 -1.773  -0.549
C 5.377 -21.286 -1.155  -0.255
N 3.778 -25.751 -1.336  -0.826
H 5.140 -24.037 -3.970  0.219
H 3.393 -24.266 -3.698  0.192
H 4.500 -25.645 -4.004  0.196
H 5.664 -25.066 -1.892  0.191
H 4.480 -23.540 -0.261  0.188
H 3.450 -22.952 -1.618  0.158
H 6.140 -20.633 -1.590  0.185
H 5.635 -21.315 -0.094  0.198
H 4.430 -20.761 -1.316  0.162
H 3.908 -26.644 -1.795  0.351
H 2.799 -25.507 -1.438  0.347
C 5.276 -15.287 -2.973  -0.624
C 4.632 -15.876 -1.738  -0.080
C 3.760 -17.079 -2.030  -0.057
O 3.115 -17.417 -0.830  -0.535
C 1.979 -18.277 -0.897  -0.241
N 5.629 -16.280 -0.704  -0.773
H 5.974 -14.496 -2.699  0.224
H 4.517 -14.836 -3.618  0.216
H 5.822 -16.024 -3.568  0.204
H 4.022 -15.118 -1.236  0.232
H 4.384 -17.922 -2.360  0.183
H 3.031 -16.798 -2.796  0.186
H 1.331 -18.057 -0.055  0.228
H 2.281 -19.323 -0.797  0.199
H 1.482 -18.156 -1.861  0.170
H 6.378 -16.717 -1.248  0.375
H 6.113 -15.472 -0.317  0.407


A molecular structure, C9H14FeN2P in a non-equilibrium geometry. Source: OMol25; level of theory: wB97M-V/def2-TZVPD.

* energy relative to the best compared isomer or geometry (same formula, charge and spin): 0.0 kcal/mol
* HOMO-LUMO gap (alpha / beta): 2.623 / 7.707 eV
* lowest unoccupied orbital energy (alpha / beta): 3.34 / 3.15 eV
* ⟨S²⟩: 6.050
* charge: -1
* multiplicity: 5

Each line ends with the natural charge from an NBO analysis.
Atoms and positions in Å:
C 1.288 0.245 -1.572  -0.417
C 0.093 0.152 -2.424  -0.370
C -0.633 -1.095 -2.146  -0.409
C -0.085 -2.028 -1.194  -0.346
C 1.171 -1.418 -0.759  -0.389
Fe -0.259 -0.236 -0.652  0.559
P -0.413 1.709 0.266  0.202
H 1.974 1.125 -1.653  0.230
H -0.323 0.869 -3.150  0.229
H -1.486 -1.344 -2.685  0.216
H 1.672 -2.041 -0.006  0.229
H -0.622 -2.955 -0.877  0.234
H -1.271 2.209 1.265  -0.018
H -0.479 2.890 -0.491  -0.043
H 0.778 2.140 0.899  -0.019
C 0.126 1.220 3.534  -0.949
C -0.398 -0.050 3.028  0.248
N -0.698 -0.533 1.821  -0.575
C -1.206 -1.825 2.030  -0.119
C -1.171 -2.105 3.386  -0.228
N -0.667 -0.971 3.987  -0.625
H -0.590 1.696 4.239  0.220
H 0.953 0.985 4.224  0.212
H 0.512 1.892 2.750  0.218
H -1.493 -2.370 1.139  0.205
H -1.451 -2.989 3.947  0.211
H -0.413 -0.807 4.952  0.295


A gas-phase ion, C9H20N3O2 (charge +1). Source: OMol25; level of theory: wB97M-V/def2-TZVPD.

* SMILES: COC[NH+]1CCN(N(C)C(C)=O)CC1
* energy relative to the best compared isomer or geometry (same formula, charge and spin): 8.8 kcal/mol
* HOMO-LUMO gap: 9.871 eV
* lowest unoccupied orbital energy: -2.63 eV
* charge: +1
* multiplicity: 1

Each line ends with the natural charge from an NBO analysis.
Atoms and positions in Å:
C 4.283 -1.198 0.666  -0.260
O 3.960 0.182 0.439  -0.510
C 2.968 0.460 -0.452  0.122
N 1.622 0.589 0.269  -0.376
C 0.820 -0.675 0.237  -0.243
C -0.504 -0.506 0.979  -0.260
N -1.275 0.661 0.613  -0.268
N -2.308 0.488 -0.316  -0.332
C -1.967 -0.052 -1.622  -0.435
C -3.518 0.053 0.333  0.695
C -4.151 -1.248 -0.101  -0.741
O -3.970 0.716 1.224  -0.516
C -0.510 1.879 0.469  -0.251
C 0.822 1.743 -0.263  -0.242
H 4.146 -1.779 -0.249  0.185
H 5.327 -1.229 0.960  0.228
H 3.673 -1.613 1.470  0.179
H 3.160 1.428 -0.909  0.210
H 2.832 -0.309 -1.218  0.188
H 1.866 0.789 1.245  0.437
H 0.689 -0.932 -0.814  0.221
H 1.414 -1.456 0.711  0.233
H -1.100 -1.402 0.803  0.244
H -0.303 -0.476 2.057  0.218
H -1.271 0.625 -2.118  0.198
H -1.539 -1.064 -1.601  0.171
H -2.865 -0.081 -2.235  0.237
H -3.643 -1.759 -0.914  0.214
H -4.164 -1.895 0.777  0.257
H -5.187 -1.069 -0.385  0.262
H -0.320 2.310 1.460  0.213
H -1.126 2.596 -0.071  0.263
H 0.720 1.583 -1.337  0.219
H 1.419 2.641 -0.106  0.237


A molecular structure, C47H56FGeMoN9O4SeSi in a non-equilibrium geometry. Source: OMol25; level of theory: wB97M-V/def2-TZVPD.

* HOMO-LUMO gap (alpha / beta): 4.915 / 5.904 eV
* lowest unoccupied orbital energy (alpha / beta): -0.68 / -0.72 eV
* ⟨S²⟩: 2.146
* multiplicity: 3

Each line ends with the Löwdin spin population.
Atoms and positions in Å:
Mo -0.770 -0.392 -0.408  1.477
N 2.130 1.447 -0.006  0.008
C 2.144 0.203 0.514  0.010
N 3.154 -0.127 1.283  -0.007
C 3.247 -1.429 1.615  0.046
N 4.175 -1.766 2.532  0.035
N 2.567 -2.395 1.014  0.050
C 1.555 -1.989 0.259  0.122
N 1.152 -0.668 0.134  0.011
C 0.807 -2.867 -0.577  0.042
C 1.175 -4.186 -0.874  0.026
C 0.503 -4.857 -1.863  0.030
C -0.534 -4.192 -2.535  0.040
C -0.884 -2.924 -2.145  0.023
N -0.255 -2.251 -1.169  0.068
H 2.766 2.113 0.395  0.000
H 1.279 1.781 -0.427  0.001
H 4.527 -1.024 3.111  0.002
H 4.113 -2.693 2.914  0.001
H 1.995 -4.622 -0.321  0.001
H 0.771 -5.869 -2.134  0.001
H -1.071 -4.668 -3.343  0.002
H -1.708 -2.400 -2.609  0.001
C -4.809 5.497 2.695  0.001
C -3.634 5.746 1.747  0.001
C -2.724 6.880 2.203  0.000
C -1.967 6.482 3.465  0.000
C -1.180 5.231 3.185  0.002
C 0.010 4.977 3.848  0.005
C 0.737 3.837 3.546  0.002
F 1.880 3.611 4.215  0.000
C 0.332 2.943 2.588  0.002
C -0.873 3.177 1.914  0.001
C -1.353 2.240 0.931  0.026
O -0.597 1.304 0.509  0.026
C -2.668 2.420 0.438  0.008
C -3.344 3.559 0.757  0.011
N -2.847 4.519 1.568  0.017
C -1.642 4.321 2.224  0.004
C -3.335 1.412 -0.469  0.006
O -4.432 1.685 -0.933  0.005
O -2.716 0.303 -0.636  0.033
H -5.390 6.411 2.812  0.000
H -4.473 5.164 3.677  0.000
H -5.463 4.729 2.285  0.000
H -4.047 6.007 0.768  0.000
H -3.317 7.779 2.365  0.000
H -2.002 7.088 1.410  0.000
H -2.666 6.307 4.288  0.000
H -1.295 7.283 3.773  0.000
H 0.366 5.651 4.615  0.000
H 0.898 2.043 2.394  0.000
H -4.325 3.730 0.333  0.001
C -2.704 -1.410 -5.051  0.000
C -2.432 0.084 -4.830  0.001
C -3.567 0.670 -3.983  0.001
C -2.462 0.783 -6.197  0.000
Si -0.759 0.408 -3.922  0.013
O -0.777 0.128 -2.350  0.078
C -0.381 2.249 -4.188  0.002
C -0.820 3.190 -3.258  0.000
C -0.650 4.549 -3.478  0.000
C -0.029 4.991 -4.636  0.000
C 0.430 4.069 -5.566  0.000
C 0.256 2.713 -5.339  0.000
C 0.666 -0.631 -4.633  0.002
C 0.824 -0.925 -5.987  0.000
C 1.869 -1.717 -6.439  0.000
C 2.785 -2.237 -5.537  0.000
C 2.662 -1.938 -4.188  0.000
C 1.619 -1.138 -3.749  0.000
H -3.543 -1.540 -5.740  0.000
H -2.979 -1.899 -4.115  0.000
H -1.835 -1.922 -5.471  0.000
H -4.537 0.437 -4.434  0.000
H -3.483 1.756 -3.912  0.000
H -3.561 0.268 -2.971  0.000
H -3.449 0.657 -6.652  0.000
H -1.725 0.366 -6.885  0.000
H -2.269 1.851 -6.102  0.000
H -1.313 2.842 -2.355  0.000
H -1.009 5.263 -2.747  0.000
H 0.094 6.050 -4.822  0.000
H 0.917 4.412 -6.471  0.000
H 0.618 1.999 -6.069  0.000
H 0.119 -0.530 -6.708  0.000
H 1.961 -1.936 -7.496  0.000
H 3.590 -2.872 -5.884  0.000
H 3.377 -2.335 -3.477  0.000
H 1.538 -0.894 -2.696  0.000
C -2.286 0.728 3.928  -0.002
N -2.154 -0.574 4.522  0.000
C -3.114 -1.260 5.232  0.000
C -2.603 -2.475 5.525  0.000
N -1.336 -2.526 4.986  0.001
C -0.452 -3.665 4.998  0.000
C -1.054 -1.350 4.378  -0.003
Se 0.516 -0.881 3.589  -0.006
H -3.236 1.168 4.223  0.000
H -2.244 0.631 2.841  -0.002
H -1.464 1.366 4.252  0.000
H -4.068 -0.829 5.470  0.000
H -3.028 -3.301 6.065  0.000
H -0.967 -4.509 5.450  0.000
H 0.453 -3.432 5.559  0.000
H -0.165 -3.914 3.975  0.000
C -3.735 -3.610 2.174  0.000
Ge -3.553 -1.991 1.013  -0.020
C -4.802 -0.651 1.780  0.000
C -4.215 -2.484 -0.786  -0.008
C -1.653 -1.583 0.902  -0.202
H -4.730 -4.051 2.109  0.000
H -3.546 -3.363 3.218  0.000
H -3.009 -4.364 1.869  0.000
H -5.815 -1.032 1.648  0.000
H -4.732 0.299 1.258  0.000
H -4.630 -0.492 2.844  0.000
H -5.290 -2.663 -0.772  -0.001
H -3.718 -3.385 -1.148  0.000
H -4.009 -1.663 -1.470  0.000
H -1.101 -2.455 1.281  0.001